36
Properties=species:S:1:pos:R:3:nbo_charge:R:1 method="wB97M-V/def2-TZVPD" e_tot_ha=-1272.588558 gap_ev=8.505 smiles="C=CCOc1c(CNn2cn[nH]c2=S)cccc1OC"
C -2.382 0.675 -2.909 -0.40
C -2.165 -0.612 -2.716 -0.20
C -0.979 -1.202 -2.014 -0.10
O -0.163 -0.277 -1.328 -0.54
C -0.668 0.536 -0.344 0.33
C 0.102 1.672 -0.070 -0.11
C 1.416 1.866 -0.783 -0.24
N 2.523 1.179 -0.100 -0.43
N 2.370 -0.193 -0.089 -0.24
C 2.616 -1.050 -1.113 0.19
N 2.345 -2.271 -0.790 -0.27
N 1.908 -2.210 0.489 -0.39
C 1.889 -0.940 0.964 0.19
S 1.470 -0.382 2.449 -0.27
C -0.284 2.563 0.920 -0.20
C -1.438 2.342 1.637 -0.21
C -2.200 1.215 1.386 -0.27
C -1.829 0.297 0.412 0.24
O -2.535 -0.851 0.157 -0.51
C -3.740 -1.068 0.847 -0.25
H -3.260 1.029 -3.420 0.20
H -1.698 1.432 -2.561 0.20
H -2.866 -1.353 -3.076 0.20
H -1.311 -2.002 -1.342 0.20
H -0.300 -1.646 -2.754 0.20
H 1.367 1.476 -1.802 0.22
H 1.689 2.921 -0.810 0.22
H 2.537 1.470 0.883 0.39
H 2.984 -0.742 -2.069 0.22
H 1.622 -3.039 0.983 0.43
H 0.330 3.428 1.121 0.21
H -1.746 3.032 2.407 0.21
H -3.086 1.045 1.975 0.22
H -3.576 -1.174 1.924 0.18
H -4.135 -2.003 0.451 0.20
H -4.461 -0.265 0.661 0.18

***

39
Properties=species:S:1:pos:R:3:mulliken_spin:R:1 method="wB97M-V/def2-TZVPD" e_tot_ha=-1471.690617 charge=+2 spin_multiplicity=5 gap_ev="6.119 / 6.346" s_squared=6.04
Rh -0.155 0.037 0.639 1.66
C 3.441 -1.078 2.648 0.00
C 2.473 -0.626 1.630 0.31
N 1.132 -0.961 1.751 0.23
N 0.748 -1.644 2.782 0.35
C -0.520 -1.668 3.114 0.09
N -0.984 -2.528 4.012 0.23
S -1.562 -0.438 2.389 0.32
C 2.749 0.204 0.535 0.13
C 4.049 0.515 0.054 0.15
C 4.195 1.274 -1.075 0.00
C 3.053 1.727 -1.754 0.15
C 1.807 1.426 -1.234 0.02
N 1.645 0.720 -0.120 0.12
H 2.994 -1.823 3.300 0.01
H 3.768 -0.232 3.257 0.03
H 4.333 -1.498 2.184 0.02
H -0.363 -3.217 4.413 -0.01
H -1.951 -2.520 4.302 0.00
H 4.907 0.118 0.573 0.01
H 5.180 1.522 -1.437 0.00
H 3.139 2.329 -2.643 0.00
H 0.916 1.814 -1.713 0.01
C -3.302 -1.923 -2.589 0.00
N -2.980 -0.594 -2.107 0.00
C -3.707 0.490 -2.457 0.00
C -3.433 1.729 -1.970 0.00
C -2.347 1.868 -1.060 0.00
N -1.655 0.773 -0.715 0.02
C -1.961 -0.453 -1.213 0.01
O -1.282 -1.417 -0.813 0.14
N -1.969 3.031 -0.544 0.00
H -3.737 -1.868 -3.584 0.00
H -4.008 -2.403 -1.908 0.00
H -2.393 -2.523 -2.622 0.00
H -4.520 0.318 -3.147 0.00
H -4.031 2.578 -2.255 0.00
H -2.454 3.888 -0.753 0.00
H -1.213 3.052 0.130 0.00

***

30
Properties=species:S:1:pos:R:3:nbo_charge:R:1 method="wB97M-V/def2-TZVPD" e_tot_ha=-794.306093 gap_ev=6.912 smiles="CC1=c2ccccc2=C[C@@H]([SiH]2CC2)C1"
C -1.326 -1.035 -2.722 -0.65
C -0.810 -1.027 -1.340 0.10
C 0.518 -1.221 -0.985 -0.13
C 1.590 -1.140 -1.941 -0.17
C 2.864 -1.162 -1.570 -0.24
C 3.224 -1.462 -0.246 -0.24
C 2.342 -1.345 0.739 -0.17
C 0.892 -1.124 0.424 -0.07
C -0.007 -0.700 1.380 -0.15
C -1.312 -0.176 1.033 -0.63
Si -1.132 1.766 0.883 1.21
C -1.640 2.925 2.265 -0.82
C -0.089 2.820 2.060 -0.78
C -1.837 -0.848 -0.194 -0.45
H -1.756 -1.927 -3.126 0.23
H -0.473 -0.684 -3.409 0.21
H -2.093 -0.268 -2.773 0.22
H 1.214 -0.917 -3.023 0.20
H 3.650 -0.956 -2.364 0.22
H 4.389 -1.457 -0.119 0.22
H 2.540 -1.360 1.852 0.22
H 0.419 -0.417 2.341 0.21
H -1.907 -0.287 1.958 0.25
H -1.701 2.104 -0.372 -0.17
H -1.836 2.456 3.215 0.23
H -2.062 3.874 2.215 0.23
H 0.608 3.565 1.536 0.24
H 0.479 2.342 2.800 0.23
H -1.915 -1.886 0.091 0.22
H -2.831 -0.452 -0.606 0.22

***

47
Properties=species:S:1:pos:R:3:nbo_charge:R:1 method="wB97M-V/def2-TZVPD" e_tot_ha=-1740.508100 gap_ev=10.515 smiles="O=C(O)C(F)(F)C(F)(F)C(F)(F)C(=O)B1OBOBO1.CCCC#N.CCCC#N"
O -1.448 -0.946 -0.405 -0.49
C -0.518 -0.367 -0.894 0.73
O -0.122 -0.651 -2.170 -0.69
C 0.244 0.724 -0.122 0.54
F 0.825 0.126 0.944 -0.30
F 1.187 1.285 -0.895 -0.29
C -0.700 1.830 0.420 0.58
F -1.379 1.384 1.498 -0.29
F 0.087 2.860 0.827 -0.30
C -1.674 2.394 -0.634 0.55
F -0.981 2.696 -1.751 -0.30
F -2.186 3.548 -0.120 -0.31
C -2.886 1.502 -0.981 0.25
O -2.872 0.920 -2.042 -0.47
B -4.165 1.290 -0.037 1.10
O -4.125 0.587 1.129 -0.86
B -5.292 -0.093 1.416 1.00
O -6.267 -0.234 0.447 -0.87
B -6.326 0.773 -0.494 0.97
O -5.367 1.774 -0.492 -0.86
H -0.580 0.008 -2.711 0.51
H -5.481 -0.552 2.489 -0.09
H -7.190 0.756 -1.302 -0.09
C 3.133 2.943 1.429 -0.62
C 4.648 2.846 1.568 -0.38
C 5.128 3.025 3.012 -0.51
C 4.752 4.340 3.537 0.29
N 4.460 5.373 3.929 -0.33
H 2.769 3.928 1.725 0.22
H 2.834 2.781 0.397 0.22
H 2.633 2.195 2.048 0.20
H 5.119 3.599 0.934 0.21
H 4.983 1.871 1.210 0.21
H 6.212 2.932 3.070 0.25
H 4.692 2.260 3.657 0.24
C 0.317 -3.878 -0.883 -0.62
C -0.131 -5.265 -1.327 -0.38
C 0.934 -6.002 -2.147 -0.51
C 1.264 -5.265 -3.370 0.29
N 1.522 -4.679 -4.317 -0.33
H 0.514 -3.226 -1.734 0.22
H -0.450 -3.400 -0.276 0.22
H 1.229 -3.944 -0.285 0.20
H -1.046 -5.180 -1.916 0.21
H -0.372 -5.868 -0.450 0.21
H 0.582 -6.993 -2.431 0.25
H 1.848 -6.125 -1.563 0.24

***

33
Properties=species:S:1:pos:R:3:mulliken_spin:R:1 method="wB97M-V/def2-TZVPD" e_tot_ha=-3258.831500 spin_multiplicity=6 gap_ev="5.754 / 5.876" s_squared=8.78
C -1.555 -0.749 -1.818 0.24
C -1.645 -1.806 -0.859 0.11
C -2.353 -1.313 0.333 0.06
H -1.176 -2.805 -0.923 0.01
C -2.749 0.093 0.017 0.20
C -2.206 0.411 -1.299 0.14
H -2.250 1.415 -1.734 0.01
H -1.042 -0.812 -2.781 0.01
H -2.446 -1.794 1.299 -0.01
H -3.203 0.795 0.710 0.00
Ir -0.706 -0.149 0.298 2.34
Br 0.945 -1.658 1.136 0.38
C 2.535 1.026 0.366 0.35
C 1.187 1.360 -0.189 0.15
C 1.232 0.858 -1.558 0.25
H 0.652 2.262 0.079 -0.01
C 2.362 0.050 -1.734 0.33
C 3.207 0.206 -0.540 -0.01
H 4.187 -0.301 -0.407 0.00
H 2.886 1.344 1.370 0.01
H 0.417 1.102 -2.225 -0.01
H 2.584 -0.621 -2.568 0.01
C -1.079 2.353 3.523 0.02
C -0.034 1.596 2.731 0.03
C 0.854 0.771 3.608 0.03
O -0.856 0.810 1.888 0.35
H -1.791 1.658 3.993 0.00
H -1.644 3.003 2.851 0.00
H -0.613 2.946 4.306 0.00
H 0.602 2.287 2.163 0.00
H 0.279 -0.059 4.021 0.00
H 1.714 0.386 3.059 0.00
H 1.230 1.385 4.433 0.00

***

52
Properties=species:S:1:pos:R:3:nbo_charge:R:1 method="wB97M-V/def2-TZVPD" e_tot_ha=-3143.146559 charge=-2 gap_ev=6.636
Ca -0.607 -1.465 0.203 1.78
N 1.773 0.380 -2.152 -0.84
C 2.211 -0.935 -2.618 -0.30
C 1.218 -2.111 -2.648 0.62
O 1.447 -2.964 -3.537 -0.76
N 0.236 -2.140 -1.738 -0.85
C -0.681 -3.285 -1.886 -0.38
C -2.139 -2.800 -1.731 0.76
O -2.955 -3.056 -2.627 -0.73
O -2.381 -2.114 -0.670 -0.89
H 1.666 0.370 -1.146 0.37
H 0.857 0.568 -2.531 0.34
H 3.062 -1.237 -2.005 0.20
H 2.568 -0.842 -3.645 0.18
H -0.494 -4.037 -1.101 0.18
H -0.551 -3.756 -2.853 0.23
N 0.499 1.169 3.106 -0.77
C -0.075 2.044 2.270 0.61
N -0.294 3.291 2.720 -0.59
C -0.904 4.081 1.854 0.59
N -1.111 5.384 2.241 -0.80
N -1.342 3.740 0.644 -0.60
C -1.042 2.485 0.289 0.45
N -0.386 1.615 1.028 -0.54
C -1.546 2.040 -1.046 0.14
C -2.100 2.974 -1.916 -0.23
C -2.566 2.544 -3.146 -0.19
C -2.470 1.201 -3.465 -0.24
C -1.906 0.340 -2.535 0.06
N -1.446 0.746 -1.353 -0.43
H 0.511 1.424 4.077 0.39
H 0.254 0.198 2.941 0.45
H -1.064 5.539 3.233 0.39
H -1.831 5.868 1.736 0.39
H -2.154 4.009 -1.616 0.23
H -2.994 3.251 -3.849 0.20
H -2.823 0.818 -4.413 0.22
H -1.810 -0.715 -2.753 0.24
N 2.894 -3.155 2.756 -0.63
N 3.067 -1.938 2.132 0.18
N 3.700 -0.934 2.692 -0.28
C 3.655 -0.036 1.712 0.10
N 3.049 -0.498 0.613 -0.31
N 2.660 -1.727 0.910 -0.07
H 2.330 -2.956 3.583 0.41
H 2.265 -3.664 2.145 0.40
H 4.060 0.958 1.797 0.20
O -1.209 -0.816 2.210 -1.12
S -0.947 -2.175 2.770 2.18
O -2.159 -2.915 3.035 -0.99
O -0.062 -2.884 1.787 -1.12
S 0.065 -1.886 4.496 -0.82